[1]
DFT (ωB97M-V/def2-TZVPD) results for C27H50N2O2P2ReS as an isolated structure.

Last column: Mulliken spin population.
Geometry (Å):
P1 2.236 -1.072 1.015  0.037
C1 -1.497 -2.389 1.431  0.110
H1 -3.203 3.498 -1.579  0.005
H2 0.584 -2.323 3.199  0.021
H3 -2.732 2.863 0.014  -0.001
H4 1.131 -0.487 1.858  0.008
C2 1.654 -2.449 3.421  0.002
H5 -0.398 0.972 -3.789  -0.004
C3 -1.282 1.626 -3.831  0.036
H6 -3.841 2.476 -2.883  -0.002
C4 -2.303 -1.645 3.561  0.209
H7 0.800 -0.028 3.817  -0.001
H8 -3.364 3.328 1.567  0.004
H9 -5.363 2.973 0.222  -0.001
H10 4.570 -0.820 0.928  -0.001
H11 4.029 0.956 2.547  0.000
N1 -0.329 -3.730 -1.662  0.162
H12 -3.239 -3.147 4.832  -0.004
C5 -5.399 1.184 1.485  0.001
H13 -5.940 0.336 1.051  0.000
H14 4.211 -4.398 1.166  0.001
H15 -1.017 2.529 -4.400  0.002
H16 2.090 0.967 3.125  0.002
S1 -1.591 -4.820 0.408  0.034
H17 2.343 -2.739 -1.550  -0.011
C6 -4.735 2.094 0.451  -0.002
C7 3.963 1.175 1.476  0.001
C8 -1.951 -3.696 1.720  0.195
H18 3.972 -3.234 2.477  0.000
H19 -1.279 -1.442 -3.044  -0.022
H20 -0.448 -4.665 -2.050  -0.011
H21 5.047 0.708 -0.918  0.000
H22 -2.763 1.709 1.364  -0.006
H23 0.097 -2.987 -2.212  -0.001
H24 3.136 1.870 1.274  0.000
Re1 -0.049 -0.367 -0.822  1.347
H25 -2.701 3.803 -3.245  0.001
H26 -3.363 -1.195 -1.181  0.008
H27 -4.943 -0.960 -3.111  0.004
C9 0.637 1.365 -0.371  0.025
H28 1.958 -3.430 0.887  -0.002
C10 -3.109 -0.613 -2.089  0.077
H29 -2.105 1.091 -4.330  0.000
H30 1.758 -2.548 4.508  0.001
C11 -1.665 -1.360 2.350  0.043
H31 4.983 -2.809 1.077  0.000
O1 1.732 -0.579 -3.316  0.107
C12 -0.856 -3.479 -0.439  -0.023
C13 4.068 -3.331 1.392  0.002
C14 -2.956 3.015 -2.528  -0.004
H32 -2.652 -2.548 -2.927  0.002
H33 -2.673 -1.213 -4.127  0.000
H34 -5.115 0.295 -1.894  0.001
H35 -6.126 1.761 2.056  0.000
C15 3.810 -0.081 0.637  -0.009
H36 2.351 0.133 4.684  0.000
C16 -2.753 -2.938 3.866  0.221
N2 -0.866 -2.286 0.167  0.002
C17 1.893 0.049 3.696  0.007
H37 -2.462 -0.848 4.281  -0.004
H38 -2.937 -4.993 3.133  0.004
H39 -4.697 0.775 2.218  0.000
C18 -3.325 2.503 0.857  0.044
H40 4.087 -2.668 -1.195  0.001
H41 3.212 -4.194 -1.026  0.000
H42 -1.307 -0.367 2.095  -0.018
H43 1.989 -3.381 2.959  0.001
O2 1.084 2.429 -0.099  0.108
C19 -2.380 -1.499 -3.106  0.044
C20 2.440 -1.218 2.990  0.012
C21 1.007 -0.467 -2.385  -0.060
P2 -1.936 0.624 -1.367  0.230
H44 -4.308 0.664 -3.438  0.000
H45 3.328 1.050 -1.162  0.000
H46 -4.715 1.543 -0.499  0.002
H47 -0.925 2.667 -1.940  -0.001
C22 4.038 0.276 -0.835  0.006
H48 3.522 -1.326 3.110  0.001
C23 -4.437 -0.095 -2.659  0.000
H49 4.894 1.667 1.163  0.000
C24 3.130 -3.106 -0.883  0.021
H50 3.962 -0.572 -1.526  0.000
C25 2.848 -2.849 0.593  0.003
C26 -2.581 -3.977 2.931  -0.034
C27 -1.732 2.099 -2.445  0.064

Values from the calculation:
gap between HOMO and LUMO (alpha / beta)	6.69 / 4.49	eV
energy relative to the best compared isomer or geometry (same formula, charge and spin)	171.2	kJ/mol
spin multiplicity	4
expectation value of S²	3.803
total charge	+4



[2]
DFT (ωB97M-V/def2-TZVPD) results for a 3-piece molecular cluster, C19H26N2O3 overall.

Last column: Löwdin charge in e.
Geometry (Å):
N1 0.680 0.641 -3.817  -0.029
H1 5.459 2.593 -4.071  0.075
O1 -0.250 2.358 -1.800  -0.001
C1 0.310 0.423 1.028  -0.108
C2 3.077 1.376 -3.646  -0.198
H2 -1.393 1.218 2.066  0.103
H3 2.363 -1.990 2.221  0.102
H4 -1.078 -0.218 4.049  0.096
C3 -0.567 0.517 2.101  -0.089
C4 -0.390 -0.289 3.217  -0.104
H5 -4.368 -2.761 6.679  0.099
H6 0.034 3.279 -1.704  0.120
H7 -5.002 0.099 2.699  0.100
H8 -2.803 -2.931 4.771  0.101
H9 0.803 -1.820 4.130  0.101
H10 5.796 0.918 -4.510  0.073
C5 -0.375 -0.340 -3.467  -0.125
C6 -4.863 -0.528 3.571  -0.095
H11 -1.324 0.183 -3.366  0.121
H12 -0.478 -1.045 -4.300  0.122
N2 0.305 -2.308 -2.138  0.115
H13 0.162 1.048 0.156  0.071
C7 4.380 1.135 -2.879  -0.268
C8 0.666 -1.189 3.261  -0.091
H14 4.472 0.072 -2.630  0.107
C9 -4.506 -2.134 5.807  -0.097
H15 6.501 1.603 -3.047  0.068
H16 2.045 -0.563 0.234  0.095
H17 0.474 -2.683 -3.077  0.052
H18 -0.350 -0.630 -1.258  0.086
H19 1.835 0.692 -2.027  0.110
C10 -3.808 -1.428 3.617  -0.107
C11 5.604 1.587 -3.668  -0.116
H20 -3.122 -1.504 2.783  0.096
C12 -5.562 -1.235 5.760  -0.099
H21 2.810 2.432 -3.560  0.112
C13 1.543 -1.285 2.189  -0.088
C14 -5.740 -0.431 4.643  -0.098
H22 3.220 1.152 -4.707  0.126
H23 -6.247 -1.160 6.595  0.099
C15 1.364 -0.479 1.073  -0.096
C16 -0.127 -1.125 -2.203  -0.247
O2 0.632 2.730 -4.790  0.177
C17 -3.629 -2.231 4.736  -0.098
H24 -6.563 0.272 4.607  0.099
C18 0.239 1.964 -3.975  -0.498
H25 2.267 -0.547 -3.208  0.124
H26 4.344 1.673 -1.927  0.109
O3 -0.809 2.389 -3.124  -0.037
C19 1.967 0.497 -3.097  -0.175

Values from the calculation:
gap between HOMO and LUMO	9.69	eV
energy relative to the best compared isomer or geometry (same formula, charge and spin)	566.3	kJ/mol
SMILES	[H]/N=C\CN(CCCC)C(=O)OO.c1ccccc1.c1ccccc1



[3]
DFT (ωB97M-V/def2-TZVPD) results for a 4-piece molecular cluster, C2H13NO3 overall.

Last column: Löwdin charge in e.
Geometry (Å):
H1 0.834 1.019 -1.450  0.015
H2 1.805 1.927 2.237  0.068
H3 -0.539 0.129 2.433  0.097
H4 0.743 2.464 0.973  0.051
H5 -0.950 -2.662 -0.823  0.020
N1 -0.397 0.431 0.348  -0.045
H6 -0.430 -0.589 0.214  0.016
H7 -0.450 -1.019 -1.780  0.002
H8 -2.220 -2.624 0.098  0.058
C1 0.765 1.911 1.903  -0.101
C2 0.212 0.489 1.728  -0.284
H9 -1.371 0.661 0.165  0.077
H10 2.000 0.451 -2.327  0.041
H11 0.005 2.474 2.452  0.067
H12 -0.427 -1.314 -3.201  0.048
H13 0.917 -0.334 1.724  0.100
O1 1.070 0.706 -2.355  -0.090
O2 -0.273 -1.761 -2.369  -0.066
O3 -1.293 -2.358 0.032  -0.073

Values from the calculation:
gap between HOMO and LUMO	10.31	eV
energy relative to the best compared isomer or geometry (same formula, charge and spin)	121.4	kJ/mol
SMILES	CCN.O.O.O



[4]
DFT (ωB97M-V/def2-TZVPD) results for C26H19CeFN6O3 as an isolated structure.

Last column: Mulliken spin population.
Geometry (Å):
H1 -6.354 2.257 -2.411  0.000
C1 -1.663 -0.359 0.387  0.008
C2 -3.931 3.262 -2.228  0.000
O1 0.073 -0.838 1.929  0.002
C3 5.848 -3.211 2.247  0.000
C4 4.576 -1.211 1.939  -0.005
N1 3.225 0.762 1.529  0.003
C5 -5.366 -0.224 -0.224  0.000
H2 -0.588 2.996 -1.685  0.000
N2 3.623 -1.399 -4.137  -0.001
C6 2.941 2.061 1.643  -0.002
N3 4.322 -3.566 -5.135  0.000
Ce1 1.626 -0.759 0.153  1.013
H3 6.699 -3.725 2.673  0.000
N4 3.696 -1.884 1.188  -0.001
N5 -3.896 0.143 -0.284  0.000
C7 -0.640 -1.278 0.985  -0.006
H4 -5.698 -0.161 -2.341  0.000
H5 -5.759 0.270 0.669  0.000
H6 2.045 2.401 1.136  0.000
C8 4.315 0.258 2.128  0.002
C9 -5.569 -1.724 -0.113  0.000
H7 3.133 -3.669 0.313  0.000
C10 -4.403 2.153 -1.574  0.000
H8 -7.130 0.098 -1.355  0.000
H9 5.513 3.065 3.561  0.000
C11 -3.464 1.303 -0.940  0.000
C12 -5.866 1.836 -1.533  0.000
C13 3.069 -1.291 -3.019  0.000
C14 -2.095 1.612 -0.968  -0.003
O2 -0.212 -2.241 0.275  -0.006
H10 -4.612 3.933 -2.736  0.000
H11 5.054 -4.945 1.228  0.000
C15 -3.007 -0.632 0.340  0.003
N6 2.547 -1.093 -1.975  -0.003
H12 -6.319 2.320 -0.662  0.000
C16 4.943 -3.894 1.452  0.000
H13 6.381 -1.328 3.110  0.000
O3 0.113 1.006 -0.331  -0.004
C17 -6.071 0.340 -1.443  0.000
C18 3.736 2.934 2.364  0.000
H14 -3.410 -1.512 0.817  0.000
H15 -5.014 -2.260 -0.885  0.000
H16 6.038 0.671 3.349  0.000
C19 3.983 -2.578 -4.646  0.000
C20 5.668 -1.858 2.497  0.000
C21 4.862 2.422 2.985  0.000
H17 3.471 3.979 2.429  0.000
C22 -1.640 2.758 -1.649  0.000
C23 3.873 -3.182 0.941  0.000
C24 5.159 1.072 2.868  0.000
H18 -6.629 -1.926 -0.259  0.000
C25 -1.153 0.769 -0.294  0.000
H19 -5.305 -2.132 0.861  0.000
C26 -2.562 3.548 -2.255  0.000
F1 -2.176 4.647 -2.912  0.000

Values from the calculation:
gap between HOMO and LUMO (alpha / beta)	7.41 / 7.42	eV
spin multiplicity	2
expectation value of S²	0.751
total charge	+1



[5]
DFT (ωB97M-V/def2-TZVPD) results for a 2-piece molecular cluster, CHF2IO overall.

Last column: Löwdin charge in e.
Geometry (Å):
F1 -1.307 -1.688 -0.425  -0.454
C1 0.376 -0.613 0.218  -0.393
F2 1.122 -1.050 -0.732  0.140
I1 1.151 -2.346 2.626  1.007
H1 -0.108 0.264 -0.241  0.170
O1 0.616 -0.711 1.440  -0.469

Values from the calculation:
gap between HOMO and LUMO	7.30	eV
energy relative to the best compared isomer or geometry (same formula, charge and spin)	349.4	kJ/mol



[6]
DFT (ωB97M-V/def2-TZVPD) results for one molecule with the formula C5H14N2.

Last column: Löwdin charge in e.
Geometry (Å):
H1 1.260 -0.856 1.919  0.069
H2 2.678 1.358 0.261  0.061
H3 0.846 1.135 -1.554  0.114
H4 3.075 1.127 -1.206  0.064
C1 0.634 -1.097 1.043  -0.065
H5 -2.841 1.182 0.633  0.078
C2 -1.998 0.592 1.001  -0.094
H6 1.276 -1.774 0.471  0.068
H7 -1.465 1.108 1.791  0.084
C3 1.267 0.346 -0.906  -0.273
H8 1.275 -0.557 -1.514  0.104
H9 0.678 1.042 0.944  0.124
H10 -0.037 -1.771 1.585  0.070
H11 -2.541 -0.572 -1.176  0.088
C4 -1.452 -0.483 -1.187  -0.101
H12 -2.480 -0.337 1.357  0.082
C5 0.313 0.237 0.302  -0.370
H13 -1.064 -1.520 -1.113  0.087
N1 2.628 0.631 -0.440  -0.001
N2 -1.081 0.373 -0.096  -0.266
H14 -0.970 -0.165 -2.115  0.075

Values from the calculation:
gap between HOMO and LUMO	9.02	eV
energy relative to the best compared isomer or geometry (same formula, charge and spin)	159.4	kJ/mol
SMILES	C[C@@H](CN)N(C)C



[7]
DFT (ωB97M-V/def2-TZVPD) results for one molecule with the formula C5H7NO.

Last column: Löwdin charge in e.
Geometry (Å):
C1 -0.433 0.264 -0.041  -0.288
C2 -1.888 0.581 -0.157  -0.054
H1 0.557 2.196 0.114  0.118
H2 -2.048 1.663 -0.117  0.079
H3 -0.438 -1.973 0.272  0.126
O1 2.136 -1.630 1.298  0.126
C3 1.481 -0.900 0.612  -0.443
C4 0.591 1.112 0.074  -0.091
C5 0.154 -1.132 -0.084  -0.056
H4 -2.290 0.205 -1.106  0.082
H5 -2.476 0.121 0.648  0.082
N1 1.858 0.456 0.257  0.048
H6 0.462 -1.336 -1.125  0.139
H7 2.334 0.372 -0.645  0.132

Values from the calculation:
gap between HOMO and LUMO	9.67	eV
energy relative to the best compared isomer or geometry (same formula, charge and spin)	87.1	kJ/mol
SMILES	CC1=CNC(=O)C1



Energy, record by record: -67382.3836 -29243.7401 -9916.9530 -57998.3664 -16632.6842 -8390.9672 -8835.3002 eV
Max |F|, record by record: 7.0 1.0 2.2 2.1 4.5 2.2 0.6 eV/A